Entry 1:
The molecule C8H9NO3 in a non-equilibrium geometry, computed with wB97M-V/def2-TZVPD.

Results
Structure (SMILES): C[C@H]1COc2ccc[n+]([O-])c2O1
Energy in hartree: -590.585436
ΔE to the lowest compared entry with this formula, charge and spin in eV: 4.1744
Gap between HOMO and LUMO (alpha / beta) in eV: 9.06 / 9.06
Net charge: 0
F_max in eV/A: 4.12

Element x y z (Å)
C  -2.452  1.677  0.063
H  -4.564  1.444  0.153
N  -2.372  -1.081  -0.134
H  1.972  1.445  0.098
C  -1.227  -0.424  -0.024
O  0.023  1.608  0.135
H  3.058  -1.308  0.800
C  2.336  -1.515  -0.064
H  2.884  -1.211  -0.987
H  2.056  -2.667  -0.209
O  -0.031  -1.248  -0.075
H  -2.579  2.743  0.104
H  -4.383  -1.194  -0.255
C  1.193  0.856  -0.277
C  -3.566  -0.468  -0.107
O  -2.307  -2.344  -0.149
H  1.016  0.726  -1.295
H  1.221  -0.471  1.342
C  -1.211  0.963  0.025
C  -3.588  0.969  0.054
C  1.163  -0.632  0.318


Entry 2:
A 2-piece molecular cluster, C11H15N overall in a non-equilibrium geometry, computed with wB97M-V/def2-TZVPD.

Results
Energy in hartree: -482.850886
ΔE to the lowest compared entry with this formula, charge and spin in eV: 0.5224
Gap between HOMO and LUMO (alpha / beta) in eV: 3.19 / 6.62
Net charge: -1
Spin multiplicity: 2
F_max in eV/A: 2.30

Element x y z (Å)
H  0.636  -2.698  1.891
H  2.547  -1.397  0.536
H  0.005  0.069  -1.995
C  0.528  -1.734  1.422
C  1.182  0.057  0.261
H  -2.710  -0.718  1.598
H  1.837  3.160  -0.975
C  -0.127  0.293  0.638
H  -1.863  -0.576  3.006
C  -1.444  -1.585  -2.109
H  -1.857  -2.248  2.165
H  -0.702  -2.342  -1.867
H  -1.896  1.607  0.556
N  1.590  -1.190  0.703
C  1.303  2.316  -0.546
C  -0.729  -0.356  -2.673
H  -0.422  3.525  -0.211
H  -2.302  -1.912  -2.713
H  -1.468  0.443  -2.798
C  -0.851  1.486  0.319
H  3.036  0.910  -0.505
C  -1.850  -1.169  2.074
H  -2.034  -1.316  -1.227
C  -0.033  2.506  -0.204
C  -0.525  -0.851  1.406
C  1.985  1.111  -0.336
H  -0.269  -0.541  -3.647


Entry 3:
C42H37BrCl2N10O3PbS5 as an isolated structure in a non-equilibrium geometry, computed with wB97M-V/def2-TZVPD.

Results
Energy in hartree: -8074.373610
ΔE to the lowest compared entry with this formula, charge and spin in eV: 1.2530
Gap between HOMO and LUMO in eV: 4.58
Net charge: -2
F_max in eV/A: 1.80

Element x y z (Å)
C  3.362  -3.561  1.271
C  -4.095  -0.836  -4.696
H  5.858  0.162  2.114
C  -3.638  -1.861  -2.580
H  -0.102  2.925  -2.697
H  4.274  0.930  0.415
H  -5.596  -1.655  -3.405
C  2.737  -3.141  -5.288
H  -0.126  -0.034  -3.376
N  -1.282  2.422  1.775
H  -3.983  -2.344  -1.677
C  4.830  -1.636  1.488
O  -1.974  -0.217  -0.106
H  -4.351  3.373  -3.067
H  4.111  -4.115  1.853
H  0.501  -1.124  0.969
S  0.949  4.759  0.485
H  -3.193  -4.441  1.396
H  -3.766  -4.892  2.922
H  -2.695  -3.807  4.831
S  2.891  6.832  -0.393
C  1.123  2.118  3.783
N  -3.036  -4.443  2.392
C  -3.450  3.210  -2.487
C  4.854  -0.261  2.138
H  -5.809  2.828  1.425
C  -2.739  -0.610  -4.872
S  4.429  5.070  -2.082
C  3.071  4.331  -1.242
Br  -0.808  1.270  8.018
C  1.445  -3.607  -5.433
C  -4.540  -1.468  -3.548
C  4.232  6.684  -1.483
C  1.877  -1.109  -4.342
H  -5.692  3.284  -1.012
H  1.257  -4.589  -5.841
H  2.958  1.582  4.763
H  1.962  1.104  6.970
S  5.217  7.940  -1.903
O  -0.088  0.062  -1.287
C  -2.432  2.610  1.056
H  -2.098  3.363  -4.138
N  2.596  -0.012  1.170
C  -1.853  -1.148  2.468
H  3.575  -3.751  -5.589
C  0.968  -3.169  0.858
H  5.152  -1.565  0.435
Cl  -1.216  -3.511  -5.259
H  -4.802  -0.508  -5.446
N  1.190  -1.804  1.266
Pb  0.879  2.026  0.348
H  -1.734  -2.643  -0.926
N  -1.549  -0.162  2.975
C  1.894  1.700  4.921
H  1.853  -5.101  1.311
H  1.797  -3.969  2.678
H  -2.373  -0.116  -5.761
N  -2.726  -3.016  4.210
N  -0.454  -0.705  -4.077
C  -1.255  2.689  3.030
H  -2.101  3.247  3.464
C  -4.802  3.063  -0.437
H  -3.788  2.306  2.681
C  2.335  5.159  -0.451
H  1.105  -3.307  -0.227
C  -0.290  2.298  4.011
C  0.535  -1.554  -4.466
C  -2.648  -3.207  2.856
H  -2.252  -2.184  4.530
H  4.540  -0.366  3.179
H  3.943  -1.496  -4.615
C  0.371  -2.826  -5.037
N  -2.243  -2.323  2.023
S  2.825  2.645  -1.484
C  -3.697  2.561  1.635
C  3.867  0.631  1.389
Cl  2.173  0.450  -3.625
C  1.349  1.441  6.144
H  -1.870  2.233  5.457
C  -1.325  -1.944  -1.651
H  -0.353  -2.278  -2.012
O  1.718  2.376  2.711
C  2.945  -1.883  -4.741
H  3.577  -3.742  0.202
C  -4.857  2.819  0.907
C  2.455  -1.271  1.289
C  -2.273  -1.648  -2.738
C  -1.096  2.955  -2.269
C  -2.362  2.797  -0.360
H  -0.063  -3.431  1.107
N  -1.173  2.770  -0.979
C  -2.217  3.188  -3.078
H  5.503  -2.334  2.005
C  -3.560  3.019  -1.096
C  -1.114  -0.536  -0.909
N  3.488  -2.163  1.604
H  3.664  1.543  1.958
C  -0.020  1.636  6.315
C  1.962  -4.055  1.603
C  -0.810  2.093  5.294
C  -1.830  -1.017  -3.910


Entry 4:
C34H23B2F9N9O10S2V as an isolated structure, computed with wB97M-V/def2-TZVPD.

Results
Energy in hartree: -5243.465805
ΔE to the lowest compared entry with this formula, charge and spin in eV: 0.0000
Gap between HOMO and LUMO (alpha / beta) in eV: 6.38 / 6.47
Net charge: +1
Spin multiplicity: 2
F_max in eV/A: 0.51

Element x y z (Å)
C  0.749  3.658  -0.512
C  -5.762  0.714  0.254
O  1.740  1.707  0.264
H  -1.671  4.500  -3.769
H  -3.603  6.269  -1.952
H  -2.916  5.873  -0.384
N  3.386  -1.439  1.845
H  -3.437  4.592  -3.874
F  -1.388  -2.541  4.359
N  -1.550  3.679  -1.197
O  0.012  -0.943  3.412
C  2.048  5.641  -0.666
H  1.627  -6.240  1.613
O  -2.165  -0.104  -0.148
H  2.811  0.596  5.322
O  -0.105  -0.597  0.437
B  -0.183  -2.414  3.783
N  -6.160  1.783  0.122
C  -0.264  5.739  -1.329
H  -2.643  3.039  -3.599
O  4.471  -1.982  1.290
C  -5.288  -0.620  0.508
C  1.980  4.317  -0.349
C  -4.412  -0.899  -1.779
N  0.277  -4.385  -1.739
C  -0.361  4.367  -1.013
H  2.850  3.792  0.013
S  1.437  0.128  -2.594
C  -1.457  6.504  -1.840
H  -1.383  6.606  -2.925
C  -3.934  -2.593  -0.078
C  -0.532  -3.772  -2.272
C  -1.135  -2.364  -4.115
V  1.374  -1.344  1.000
N  0.868  -3.170  1.710
H  0.076  -5.581  2.195
C  0.782  -5.594  1.371
C  2.313  -3.915  0.075
N  2.378  -2.652  -0.152
C  0.619  2.267  -0.210
H  5.667  -0.799  2.950
O  0.250  -0.613  -2.257
C  4.865  -0.746  3.680
C  -1.517  -2.894  -2.838
F  -5.119  0.129  -2.212
C  3.182  -4.939  -0.537
C  1.271  -4.227  1.091
C  -5.453  -1.011  1.881
H  5.010  -1.547  4.409
C  -2.604  4.103  -3.369
F  3.197  6.295  -0.513
C  -2.712  4.337  -1.869
O  3.346  -2.091  -0.912
H  -1.440  7.513  -1.431
H  1.145  -0.054  5.385
F  0.906  -2.817  4.549
C  2.173  -0.263  5.108
H  3.971  -5.209  0.171
C  -0.612  1.648  -0.346
C  -4.618  -1.354  -0.412
F  -2.343  -4.193  -0.472
N  -5.578  -1.228  3.002
C  0.946  6.357  -1.144
C  -2.620  -2.519  -2.143
H  -3.597  3.833  -1.478
C  3.552  -0.903  3.006
N  -0.781  -2.000  -5.145
H  2.594  -5.825  -0.770
H  4.905  0.202  4.214
B  4.712  -1.998  -0.211
C  -3.498  -1.448  -2.588
O  1.288  1.547  -2.731
N  1.258  -0.801  2.905
C  -2.990  -3.112  -0.869
F  -3.328  -0.955  -3.800
S  2.494  0.301  -0.359
H  3.658  -4.547  -1.431
F  5.462  -3.110  -0.432
C  2.268  -0.610  3.674
O  2.494  -0.540  -3.258
H  -2.616  1.942  -1.021
H  2.531  -1.105  5.704
O  -0.193  -3.263  2.520
H  1.065  7.410  -1.366
H  0.300  -5.996  0.478
F  -4.185  -3.149  1.088
C  -1.024  0.246  -0.022
C  -1.656  2.415  -0.866
C  -2.752  5.800  -1.461
F  5.274  -0.832  -0.629


Entry 5:
A 8-piece molecular cluster, C24H42O24 overall in a non-equilibrium geometry, computed with wB97M-V/def2-TZVPD.

Results
Structure (SMILES): COC(=O)OC.COC(=O)OC.COC(=O)OC.COC(=O)OC.COC(=O)OC.O=C1OCCO1.O=C1OCCO1.O=C1OCCO1
Energy in hartree: -2745.328876
ΔE to the lowest compared entry with this formula, charge and spin in eV: 5.0516
Gap between HOMO and LUMO in eV: 10.77
Net charge: 0
F_max in eV/A: 4.95

Element x y z (Å)
H  -0.529  -1.626  0.850
H  -1.867  4.723  -6.856
C  -4.617  -8.435  2.580
O  4.455  0.359  -2.669
C  0.377  1.100  2.550
H  -6.114  -10.113  1.237
O  1.107  1.206  3.662
H  4.597  -1.097  -4.047
O  -2.704  -1.271  7.568
O  0.318  6.079  -5.855
O  -3.354  -2.029  9.642
O  -4.682  -9.507  3.189
O  -5.866  -5.063  -3.548
H  -0.794  0.006  0.528
H  -3.311  4.809  -5.785
H  8.313  5.494  4.614
H  -4.421  -6.605  -5.814
H  3.958  7.643  0.973
C  5.217  1.088  -1.771
C  5.772  6.372  3.107
H  -4.814  -4.985  -6.418
H  4.581  9.069  1.603
C  -2.486  -1.650  8.922
C  -4.788  -5.618  -5.532
H  0.445  -1.488  7.922
C  -4.573  -4.689  -3.409
C  4.732  -0.984  -2.972
H  -6.191  -6.790  -4.580
H  -4.720  -5.740  2.001
H  0.784  -0.731  0.258
O  0.044  2.018  1.806
C  0.341  0.339  -5.563
H  4.003  -1.571  -2.413
O  -0.848  0.926  -6.032
C  7.487  4.987  4.113
C  -0.045  -0.656  0.962
H  -0.013  0.937  -3.421
C  -0.231  5.517  -4.899
H  0.298  5.167  -1.651
H  8.002  4.123  3.693
C  -6.039  -5.726  -4.762
C  -0.424  5.290  -2.459
C  1.222  2.514  4.255
H  1.142  1.056  -5.747
O  -1.245  -1.689  9.139
O  -5.400  -8.194  1.506
H  -7.301  -8.797  1.136
C  -2.345  5.251  -6.031
O  5.045  2.273  -1.708
H  -1.098  6.113  -2.221
H  -3.018  -5.452  2.476
H  0.474  -0.626  -6.051
H  -3.417  -6.386  1.009
O  -1.559  5.152  -4.860
H  -1.014  4.381  -2.571
O  -1.587  -0.114  -4.314
H  -6.877  -5.317  -5.326
C  4.473  8.015  1.859
O  6.959  5.781  3.074
O  -3.876  -4.974  -4.536
O  -3.704  -7.407  2.760
O  0.123  -0.155  2.322
H  0.360  -0.767  -3.820
H  -6.117  -8.968  -0.186
O  5.981  0.306  -1.003
H  6.612  0.272  1.020
O  5.620  7.324  2.093
H  7.664  1.298  0.102
H  3.822  8.028  2.734
O  4.946  6.098  3.920
C  -3.716  -6.162  2.033
H  6.040  1.707  0.493
H  5.728  -1.360  -2.735
H  -0.187  -0.078  8.608
C  -1.475  -0.888  6.955
C  -6.284  -9.096  0.883
C  -0.509  -1.008  8.140
O  -3.968  -4.280  -2.432
H  -2.584  6.301  -6.199
O  -3.075  0.529  -5.910
C  -1.940  0.382  -5.493
H  -1.465  0.080  6.455
C  6.655  0.887  0.121
H  0.310  2.701  4.823
C  -0.143  0.140  -4.154
H  6.761  4.803  4.905
H  1.565  3.305  3.589
H  -1.320  -1.692  6.236
O  0.263  5.401  -3.628
H  2.057  2.435  4.952